Here is a structure of composition C15H20O13Rb in a non-equilibrium geometry from the OMol25 dataset. Energies are from ωB97M-V/def2-TZVPD.

```
! RIJCOSX wB97M-V def2-TZVPD def2/J DEFGRID3
* xyz -1 1
Rb -0.36 -1.07 0.27
O -0.27 -0.27 -6.60
O -2.23 0.09 -1.60
O -2.85 -3.13 4.29
O -2.01 -2.01 2.52
O 3.42 -2.23 -2.00
O 4.73 -1.06 -0.75
O -1.40 2.07 -5.75
O -1.97 -1.20 4.62
O 0.15 3.70 1.93
O -0.82 -2.14 -2.36
O 2.51 -0.97 -0.37
O -0.25 1.58 1.24
O -0.18 3.23 -0.21
C -0.63 -0.18 -5.44
C -0.02 3.31 3.28
C -1.83 1.15 -3.65
C -1.18 -0.08 4.23
C -0.93 -1.20 -3.20
C -1.33 1.11 -4.97
C 3.46 -1.38 -1.00
C -0.44 -1.23 -4.50
C 4.93 -0.18 0.35
C 0.03 4.60 -0.53
C -1.73 0.09 -2.76
C 2.12 -2.62 -2.50
C -0.11 2.75 1.00
C -2.25 -2.11 3.70
C -3.33 -4.19 3.47
H 0.27 4.62 -1.59
H -0.72 -0.22 3.26
H -0.40 0.05 4.98
H -2.70 -4.36 2.60
H -3.34 -5.07 4.10
H -2.20 2.09 -3.26
H 5.97 -0.30 0.65
H 4.30 -0.48 1.19
H 0.44 2.35 3.49
H 0.83 5.03 0.06
H -1.81 0.80 4.25
H 0.49 4.07 3.88
H 2.24 -3.63 -2.87
H 1.39 -2.68 -1.69
H -4.36 -3.99 3.18
H 1.75 -1.91 -3.23
H 4.73 0.85 0.07
H -0.89 5.18 -0.40
H -0.11 -2.18 -4.91
H -1.08 3.30 3.55
*
```

energy relative to the best compared isomer or geometry (same formula, charge and spin): 0.00 kcal/mol
energy: -1585.8666 Eh
HOMO-LUMO gap: 4.12 eV

Löwdin population analysis, charges in e, atoms 1 to 5: Rb 1.0339; O 0.0022; O -0.1660; O 0.0145; O 0.0417

=====

Here is the ion C5H13N2 with charge +2 in a non-equilibrium geometry from the OMol25 dataset. Energies are from ωB97M-V/def2-TZVPD.

```
! RIJCOSX wB97M-V def2-TZVPD def2/J DEFGRID3
* xyz 2 2
N 3.03 -0.29 -0.47
N -1.65 1.26 0.58
C 2.10 0.47 0.38
C -0.16 -0.49 -0.21
C -2.52 -0.53 -1.00
C -1.57 -0.21 0.15
C 0.92 -0.39 0.81
H -2.85 0.39 -1.49
H 2.69 0.80 1.24
H -0.96 1.66 1.24
H -2.11 -1.09 -1.78
H 0.92 -0.49 1.89
H 0.07 0.26 -1.04
H 1.67 1.30 -0.18
H -2.56 1.66 0.77
H 3.29 0.22 -1.31
H -3.49 -1.07 -0.66
H -1.84 -0.71 1.04
H -0.09 -1.54 -0.69
H 2.99 -1.31 -0.52
*
```

expectation value of S²: 0.757
energy relative to the best compared isomer or geometry (same formula, charge and spin): 153.51 kcal/mol
energy: -306.9216 Eh
HOMO-LUMO gap (alpha / beta): 4.98 / 3.90 eV

natural (NBO) population analysis, charges in e, atoms 1 to 5: N -0.1956; N -0.7107; C -0.4021; C -0.5692; C -0.6532

=====

Here is a cluster of 3 separate species, C8H14F4O6S in total in a non-equilibrium geometry from the OMol25 dataset. Energies are from ωB97M-V/def2-TZVPD.

```
! RIJCOSX wB97M-V def2-TZVPD def2/J DEFGRID3
* xyz 0 1
S 2.82 -1.73 0.47
F 4.19 -3.76 0.02
F -1.06 -3.18 2.21
F -3.04 -2.12 1.38
F -1.87 -3.70 0.00
O 2.79 -0.62 1.57
O -0.70 3.23 1.84
O 1.32 -2.59 0.49
O -0.33 0.28 -1.96
O 3.98 -2.88 0.99
O -0.89 -1.46 0.42
C -0.52 2.27 -3.27
C -1.25 -0.04 -4.14
C -0.19 2.38 2.58
C -1.66 -2.59 0.96
C -0.67 0.79 -3.02
C 0.51 2.77 3.85
C 0.30 -1.89 -0.32
C -0.25 0.91 2.23
H 1.56 2.45 3.80
H -1.30 -1.09 -3.82
H -1.49 2.72 -3.46
H -0.78 0.37 3.02
H 0.48 3.86 3.97
H -0.61 0.03 -5.02
H -2.26 0.31 -4.37
H 0.79 -0.91 -0.78
H -0.79 0.78 1.29
H 0.01 2.31 4.70
H 0.07 -2.59 -1.25
H 0.15 2.44 -4.11
H 0.76 0.52 2.12
H -0.08 2.74 -2.38
*
```

energy relative to the best compared isomer or geometry (same formula, charge and spin): 82.36 kcal/mol
energy: -1562.0528 Eh
HOMO-LUMO gap: 9.49 eV

natural (NBO) population analysis, charges in e, atoms 1 to 5: S 1.6195; F -0.0963; F -0.3337; F -0.3287; F -0.3335

=====

Here is a cluster of 2 separate species, C5H18Si3 in total in a non-equilibrium geometry from the OMol25 dataset. Energies are from ωB97M-V/def2-TZVPD.

```
! RIJCOSX wB97M-V def2-TZVPD def2/J DEFGRID3
* xyz 0 1
Si 1.51 0.73 0.96
Si 1.50 -1.49 1.51
Si -2.28 1.24 0.97
C 1.88 1.36 -0.83
C -2.89 -0.43 0.27
C -2.94 -0.58 -1.31
C 0.24 -2.20 0.28
C 3.37 1.85 -0.97
H -0.13 -1.69 -0.59
H 1.12 2.00 -0.88
H 4.09 1.11 -1.49
H -2.41 2.00 -0.27
H -3.27 0.34 -1.67
H -2.47 -1.41 0.63
H -3.94 -0.40 0.62
H -3.72 -1.39 -1.56
H -1.99 -0.96 -1.58
H 0.60 -3.28 0.12
H 2.69 -2.14 1.57
H -0.69 -2.33 0.99
H 1.17 -1.65 2.96
H 1.90 0.66 -1.70
H 3.55 2.75 -1.55
H -2.94 2.05 1.95
H 2.34 1.84 1.50
H 3.71 2.02 0.07
*
```

energy relative to the best compared isomer or geometry (same formula, charge and spin): 79.26 kcal/mol
energy: -1069.5620 Eh
HOMO-LUMO gap (alpha / beta): 6.83 / 6.68 eV

natural (NBO) population analysis, charges in e, atoms 1 to 5: Si 0.5572; Si 0.6785; Si 0.7664; C -0.8535; C -0.8584

=====

Here is a structure of composition C40H25I2N5O3S4Ti in a non-equilibrium geometry from the OMol25 dataset. Energies are from ωB97M-V/def2-TZVPD.

```
! RIJCOSX wB97M-V def2-TZVPD def2/J DEFGRID3
* xyz 0 1
I 1.54 4.45 3.26
I 7.09 3.51 1.17
Ti -0.07 1.19 0.01
S 0.25 -1.87 -3.08
S -2.22 -2.23 1.24
S 0.16 4.13 -0.93
S 2.02 -4.01 -0.92
O 0.29 -0.53 -0.17
O 1.03 2.12 1.19
O 1.45 3.67 -1.48
N -2.06 0.85 0.07
N -0.50 1.16 -2.08
N 2.55 0.97 -0.63
N -0.63 0.55 2.17
N -0.73 3.11 -0.33
C -1.82 0.85 -2.30
C 2.29 2.46 1.16
C 0.04 -3.08 2.03
C -2.14 -2.96 2.78
C 1.61 -2.47 -0.26
C -4.44 0.06 -2.70
C -1.98 -3.07 -3.22
C -2.49 0.71 3.71
C -0.54 -2.47 0.95
C -2.75 0.98 1.26
C 3.84 -2.73 0.34
C -4.07 1.30 1.47
C -4.62 1.30 2.77
C -0.29 0.19 4.50
C 4.69 0.43 -1.52
C 0.29 1.39 -3.09
C -2.34 0.75 -3.61
C 2.83 3.44 1.97
C 4.55 2.06 0.23
C -3.87 0.99 3.87
C 3.29 0.30 -1.47
C 0.18 -1.92 -0.28
C -0.51 -2.31 -1.59
C -1.45 1.03 -4.67
C 2.67 -1.91 0.38
C -1.03 -2.53 -4.01
C -1.94 0.74 2.41
C 3.62 -3.90 -0.33
C -3.68 0.36 -3.79
C -0.88 -3.36 3.08
C -1.68 -2.95 -1.84
C 3.16 1.81 0.24
C -2.65 0.64 -1.15
C -3.94 0.19 -1.39
C 0.17 0.29 3.18
C 5.31 1.31 -0.69
C -0.15 1.36 -4.42
C -1.61 0.42 4.76
C 4.21 3.74 1.94
C 5.05 3.05 1.11
H 4.59 4.51 2.59
H 0.54 1.57 -5.22
H -2.88 -3.55 -3.60
H -1.99 0.38 5.78
H 4.32 -4.70 -0.52
H -4.31 0.96 4.86
H 0.42 -0.03 5.29
H 2.62 -0.95 0.86
H 2.78 -0.36 -2.16
H -1.83 0.98 -5.69
H 4.79 -2.46 0.77
H -3.03 -3.04 3.38
H 1.22 0.17 2.94
H -4.57 -0.09 -0.56
H -5.66 1.55 2.89
H -4.08 0.30 -4.80
H -0.60 -3.85 4.00
H -5.46 -0.28 -2.83
H 6.39 1.44 -0.73
H -2.32 -3.35 -1.07
H -0.98 -2.48 -5.09
H 1.32 1.64 -2.85
H -4.70 1.58 0.63
H 5.26 -0.16 -2.23
H 1.09 -3.32 2.08
*
```

energy relative to the best compared isomer or geometry (same formula, charge and spin): 11.05 kcal/mol
energy: -5076.5669 Eh
HOMO-LUMO gap: 6.77 eV

Löwdin population analysis, charges in e, atoms 1 to 5: I 0.9269; I 0.9016; Ti 1.0491; S 1.0683; S 1.1063

=====

Here is a structure of composition C13H38N4O15Zn in a non-equilibrium geometry from the OMol25 dataset. Energies are from ωB97M-V/def2-TZVPD.

```
! RIJCOSX wB97M-V def2-TZVPD def2/J DEFGRID3
* xyz 0 1
Zn -1.26 2.83 0.31
O 2.89 1.79 2.07
O 0.80 -2.36 -1.99
O -5.98 -2.29 0.15
O 3.15 2.02 -0.93
O -1.93 2.90 2.40
O 1.09 -3.12 4.92
O -1.33 0.79 0.08
O -1.05 -0.13 -2.73
O -1.55 -2.72 -3.65
O -0.52 3.47 -1.41
O 0.51 -2.12 2.20
O 0.56 -0.42 0.17
O -3.91 -0.05 0.29
O 3.14 -1.38 -0.71
O 0.34 1.69 0.73
N -0.40 1.64 3.49
N -2.22 2.16 4.40
N -0.77 3.79 -3.68
N 1.26 3.69 -2.73
C 2.14 -2.54 -2.43
C -3.97 -1.19 1.14
C -2.15 -1.55 -4.06
C -0.07 3.61 -2.58
C 2.01 -2.62 4.03
C -2.31 -0.49 -2.97
C -0.11 0.61 0.31
C -1.53 2.22 3.36
C 3.76 2.69 1.41
C 1.60 -2.86 2.62
C 3.06 -1.34 -2.07
C 4.08 1.91 0.13
C -4.59 -2.41 0.39
H 1.50 -3.92 2.41
H 4.95 2.20 -0.45
H 4.40 0.91 0.43
H 0.82 -1.80 -1.21
H -4.14 -2.49 -0.60
H 3.26 3.65 1.24
H 2.32 1.68 -0.60
H 2.12 -2.79 -3.49
H 4.64 2.99 1.99
H -0.37 0.74 3.95
H 0.69 -1.64 1.39
H 2.52 -3.46 -2.00
H 2.17 1.63 1.46
H 2.99 -3.10 4.09
H -0.74 -2.42 -3.24
H -0.90 -0.09 -1.79
H -2.85 -0.80 -2.08
H -3.14 -1.86 -4.38
H 0.19 1.69 2.67
H -3.19 2.46 4.41
H 1.56 4.28 -3.50
H -1.75 1.66 5.13
H 1.74 3.38 -1.90
H 2.69 -0.40 -2.49
H 3.98 -1.53 -2.61
H -1.62 -1.08 -4.88
H 2.47 -2.59 2.01
H -1.77 3.68 -3.55
H -4.39 -3.28 1.01
H -6.31 -3.07 -0.29
H -2.78 0.46 -3.23
H -3.00 0.17 0.06
H -4.42 -0.99 2.11
H -2.92 -1.46 1.32
H -0.39 3.82 -4.61
H 0.27 -2.63 4.82
H 2.11 -1.55 4.21
H 2.54 -0.68 -0.46
*
```

energy relative to the best compared isomer or geometry (same formula, charge and spin): 0.00 kcal/mol
energy: -3645.0639 Eh
HOMO-LUMO gap: 7.84 eV

Löwdin population analysis, charges in e, atoms 1 to 5: Zn 1.0041; O -0.0777; O -0.0786; O -0.0731; O -0.0716

=====

Here is a cluster of 2 separate species, C9H14O in total in a non-equilibrium geometry from the OMol25 dataset. Energies are from ωB97M-V/def2-TZVPD.

```
! RIJCOSX wB97M-V def2-TZVPD def2/J DEFGRID3
* xyz 0 1
O 2.03 0.95 -2.01
C 0.61 1.43 1.25
C -0.60 1.97 0.85
C -0.43 -4.26 -0.36
C -1.66 2.01 1.86
C -0.77 2.57 -0.45
C 0.30 -2.95 -0.26
C 1.27 1.53 -1.04
C 0.20 2.39 -1.36
C 1.57 1.10 0.23
H -1.49 -4.30 -0.60
H 0.90 1.29 2.28
H -0.39 -4.77 0.62
H -2.57 1.47 1.52
H 0.01 -4.94 -1.17
H -1.43 1.60 2.86
H 1.35 -3.07 -0.01
H 0.26 2.65 -2.44
H 2.42 0.51 0.55
H -1.64 3.19 -0.64
H 0.27 -2.49 -1.29
H 1.94 1.35 -2.88
H -2.02 3.00 2.11
H -0.15 -2.23 0.41
*
```

energy relative to the best compared isomer or geometry (same formula, charge and spin): 25.32 kcal/mol
energy: -426.5324 Eh
HOMO-LUMO gap: 9.00 eV
SMILES string: Cc1ccc(O)cc1.CC

natural (NBO) population analysis, charges in e, atoms 1 to 5: O -0.6804; C -0.1804; C -0.0598; C -0.6107; C -0.6285

=====

Here is a structure of composition C4H11N3 in a non-equilibrium geometry from the OMol25 dataset. Energies are from ωB97M-V/def2-TZVPD.

```
! RIJCOSX wB97M-V def2-TZVPD def2/J DEFGRID3
* xyz 0 1
N 0.61 0.82 0.70
N -1.35 -0.08 -0.44
N 0.72 1.35 -1.57
C -1.33 -0.10 1.45
C 0.13 -0.08 1.73
C 0.43 0.34 -0.59
C 1.09 -0.99 -0.97
H 0.33 0.38 2.70
H -1.87 -1.04 1.56
H -1.87 -0.73 -1.03
H 0.63 2.26 -1.14
H -1.68 0.85 -0.69
H 1.05 -1.14 -2.05
H 0.60 -1.82 -0.47
H 0.56 -1.09 1.68
H -1.84 0.81 1.73
H 1.66 1.26 -1.94
H 2.14 -0.99 -0.66
*
```

energy relative to the best compared isomer or geometry (same formula, charge and spin): 94.05 kcal/mol
energy: -323.1567 Eh
HOMO-LUMO gap: 8.10 eV

natural (NBO) population analysis, charges in e, atoms 1 to 5: N -0.7139; N -0.7730; N -0.8610; C -0.1034; C -0.3032